1.
A 8-piece molecular cluster, C21H49ClN7O7 overall at a distorted geometry, computed with ωB97M-V with the def2-TZVPD basis set.

Properties
Energy relative to the best compared isomer or geometry (same formula, charge and spin), eV: 1.276
HOMO-LUMO gap, Ha: 0.3425
Total charge: -1
Highest occupied orbital energy, Ha: -0.262

Each atom is followed by the atoms it is bonded to, with distances in Å.
Cartesian coordinates (Å):
1 Cl -0.3448 0.5745 0.2267  no bonds
2 C -1.1038 0.0181 4.3223  C3 1.504, H7 1.090, H8 1.090, H9 1.090
3 C -0.2287 -1.2004 4.2152  C2 1.504, O4 1.216, N5 1.317
4 O 0.0893 -1.8685 5.1798  C3 1.216
5 N 0.1421 -1.5555 3.0026  C3 1.317, C6 1.457, H10 1.010
6 C 0.9997 -2.6883 2.6819  N5 1.457, H11 1.090, H12 1.090, H13 1.090
7 H -1.9695 -0.0519 4.9810  C2 1.090
8 H -1.4745 0.4391 3.3877  C2 1.090
9 H -0.3880 0.7339 4.7264  C2 1.090
10 H -0.1092 -0.9307 2.2499  N5 1.010
11 H 0.5432 -3.3808 1.9747  C6 1.090
12 H 1.2833 -3.1684 3.6184  C6 1.090
13 H 1.9097 -2.2985 2.2259  C6 1.090
14 C 1.4322 4.3365 1.7118  C15 1.465, H19 1.090, H20 1.090, H21 1.090
15 C 2.3595 3.3660 2.2986  C14 1.465, O16 1.258, N17 1.349
16 O 3.4194 3.8689 2.7523  C15 1.258
17 N 2.1259 2.0374 2.2963  C15 1.349, C18 1.472, H22 1.010
18 C 2.9963 0.9287 2.7199  N17 1.472, H23 1.090, H24 1.090, H25 1.090
19 H 1.3796 5.2422 2.3160  C14 1.090
20 H 0.5255 3.8311 1.3793  C14 1.090
21 H 1.8367 4.5940 0.7329  C14 1.090
22 H 1.4375 1.7716 1.6066  N17 1.010
23 H 2.5702 -0.0305 2.4257  C18 1.090
24 H 3.2964 0.9265 3.7678  C18 1.090
25 H 3.9878 1.0550 2.2851  C18 1.090
26 C -1.9325 0.8225 -3.4738  C27 1.547, H31 1.090, H32 1.090, H33 1.090
27 C -0.9357 -0.2392 -3.9962  C26 1.547, O28 1.205, N29 1.338
28 O -1.0228 -0.6427 -5.1283  C27 1.205
29 N -0.0357 -0.6928 -3.1167  C27 1.338, C30 1.449, H34 1.010
30 C 0.8751 -1.7380 -3.5392  N29 1.449, H35 1.090, H36 1.090, H37 1.090
31 H -2.9663 0.4982 -3.3547  C26 1.090
32 H -1.9817 1.6771 -4.1486  C26 1.090
33 H -1.5829 1.2922 -2.5544  C26 1.090
34 H -0.1680 -0.4981 -2.1345  N29 1.010
35 H 1.1758 -1.7924 -4.5855  C30 1.090
36 H 0.4555 -2.6895 -3.2123  C30 1.090
37 H 1.7995 -1.6232 -2.9732  C30 1.090
38 C -0.3817 3.8182 -2.1508  C39 1.523, H43 1.090, H44 1.090, H45 1.090
39 C 1.0503 3.4959 -2.5577  C38 1.523, O40 1.243, N41 1.339
40 O 1.5032 3.9584 -3.6189  C39 1.243
41 N 1.7431 2.7597 -1.6800  C39 1.339, C42 1.410, H46 1.010
42 C 3.1207 2.4600 -1.7002  N41 1.410, H47 1.090, H48 1.090, H49 1.090
43 H -0.7005 3.0225 -1.4776  C38 1.090
44 H -1.1035 3.9207 -2.9611  C38 1.090
45 H -0.3765 4.6573 -1.4552  C38 1.090
46 H 1.2274 2.1955 -1.0198  N41 1.010
47 H 3.3814 1.5846 -2.2950  C42 1.090
48 H 3.4041 2.2741 -0.6643  C42 1.090
49 H 3.6990 3.3258 -2.0230  C42 1.090
50 C -4.6224 -1.3777 -1.5598  C51 1.530, H55 1.090, H56 1.090, H57 1.090
51 C -3.5104 -2.4290 -1.5539  C50 1.530, O52 1.205, N53 1.331
52 O -3.5635 -3.3934 -2.2745  C51 1.205
53 N -2.4593 -2.1179 -0.7993  C51 1.331, C54 1.483, H58 1.010
54 C -1.2224 -2.9347 -0.7433  N53 1.483, H59 1.090, H60 1.090, H61 1.090
55 H -4.7102 -0.8893 -0.5893  C50 1.090
56 H -5.5894 -1.7265 -1.9223  C50 1.090
57 H -4.2641 -0.6012 -2.2357  C50 1.090
58 H -2.4140 -1.2353 -0.3105  N53 1.010
59 H -1.4090 -3.7752 -0.0748  C54 1.090
60 H -0.4175 -2.3396 -0.3118  C54 1.090
61 H -0.9040 -3.2551 -1.7353  C54 1.090
62 C 2.9820 -1.3349 -0.1642  C63 1.531, H67 1.090, H68 1.090, H69 1.090
63 C 3.1807 -2.8227 -0.4672  C62 1.531, O64 1.217, N65 1.300
64 O 2.9133 -3.6374 0.3960  C63 1.217
65 N 3.7449 -3.1288 -1.5977  C63 1.300, C66 1.495, H70 1.010
66 C 4.1167 -4.4958 -2.0751  N65 1.495, H71 1.090, H72 1.090, H73 1.090
67 H 2.9833 -0.7919 -1.1094  C62 1.090
68 H 3.6634 -0.9306 0.5843  C62 1.090
69 H 2.0115 -1.2048 0.3147  C62 1.090
70 H 4.0666 -2.4024 -2.2213  N65 1.010
71 H 3.5952 -5.2851 -1.5336  C66 1.090
72 H 5.1939 -4.6562 -2.1186  C66 1.090
73 H 3.8480 -4.6664 -3.1176  C66 1.090
74 C -3.5130 2.9623 1.8216  C75 1.514, H79 1.090, H80 1.090, H81 1.090
75 C -3.9462 1.5909 2.2959  C74 1.514, O76 1.248, N77 1.301
76 O -4.7381 1.5304 3.2586  C75 1.248
77 N -3.4129 0.5581 1.7106  C75 1.301, C78 1.440, H82 1.010
78 C -3.7804 -0.7813 2.0923  N77 1.440, H83 1.090, H84 1.090, H85 1.090
79 H -3.5044 3.5588 2.7338  C74 1.090
80 H -4.3616 3.3443 1.2542  C74 1.090
81 H -2.5324 2.9646 1.3457  C74 1.090
82 H -2.7392 0.7379 0.9800  N77 1.010
83 H -3.1428 -1.5055 1.5851  C78 1.090
84 H -4.7831 -0.9738 1.7108  C78 1.090
85 H -3.7219 -0.9509 3.1674  C78 1.090


2.
A 5-piece molecular cluster, C21H49FNO12 overall at a distorted geometry, computed with ωB97M-V with the def2-TZVPD basis set.

Properties
Energy relative to the best compared isomer or geometry (same formula, charge and spin), eV: 0.000
HOMO-LUMO gap, Ha: 0.3570
Total charge: +1
Highest occupied orbital energy, Ha: -0.418

Each atom is followed by the atoms it is bonded to, with distances in Å.
Cartesian coordinates (Å):
1 N 0.2242 -0.5414 -0.5506  H2 0.928, H3 0.966, H4 1.064, H5 1.036
2 H 0.2632 0.3646 -0.3526  N1 0.928
3 H -0.5018 -0.6714 -1.1746  N1 0.966
4 H -0.0718 -1.0434 0.3394  N1 1.064
5 H 1.1252 -0.9884 -0.7996  N1 1.036
6 C 3.5402 0.1806 3.3744  C7 1.498, O11 1.388, H13 1.169, H14 1.145
7 C 3.0842 -0.8764 4.3334  C6 1.498, O8 1.426, F12 1.216, H15 1.014
8 O 2.7542 -1.9434 3.4464  C7 1.426, C9 1.290
9 C 2.6572 -1.4384 2.2634  O8 1.290, O10 1.254, O11 1.277
10 O 2.2872 -2.1334 1.2874  C9 1.254
11 O 2.8782 -0.1814 2.2094  C6 1.388, C9 1.277
12 F 2.0892 -0.4094 4.8524  C7 1.216
13 H 4.6942 0.2006 3.5574  C6 1.169
14 H 3.2372 1.2006 3.7974  C6 1.145
15 H 3.7342 -1.2234 5.0304  C7 1.014
16 C 0.9632 1.4826 -3.6476  O17 1.447, H25 1.019, H26 1.090, H27 1.164
17 O 0.0092 1.3386 -2.5686  C16 1.447, C18 1.373
18 C -0.8568 2.4026 -2.6236  O17 1.373, C19 1.452, H28 1.026, H29 1.204
19 C -1.5088 2.5686 -1.3366  C18 1.452, O20 1.224, H30 1.220, H31 1.035
20 O -2.1248 1.5666 -0.9966  C19 1.224, C21 1.465
21 C -2.5628 1.3666 0.3874  O20 1.465, C22 1.532, H32 1.065, H33 1.030
22 C -3.6218 2.3766 0.8404  C21 1.532, O23 1.480, H34 1.093, H35 1.210
23 O -2.9758 3.6856 1.0824  C22 1.480, C24 1.388
24 C -3.9788 4.6206 1.2994  O23 1.388, H36 1.024, H37 1.039, H38 1.210
25 H 1.4982 0.6316 -3.8126  C16 1.019
26 H 1.4932 2.4336 -3.5886  C16 1.090
27 H 0.3782 1.4426 -4.6526  C16 1.164
28 H -1.6258 2.2746 -3.2906  C18 1.026
29 H -0.0928 3.3126 -2.8156  C18 1.204
30 H -2.4288 3.3686 -1.3076  C19 1.220
31 H -0.8658 2.7816 -0.5546  C19 1.035
32 H -1.6278 1.2066 0.8724  C21 1.065
33 H -2.8958 0.3936 0.3324  C21 1.030
34 H -4.2498 2.0336 1.6664  C22 1.093
35 H -4.4918 2.7446 0.0844  C22 1.210
36 H -4.4128 4.9206 0.4214  C24 1.024
37 H -3.4938 5.4156 1.7604  C24 1.039
38 H -4.9668 4.1696 1.8334  C24 1.210
39 C -0.6108 -3.1304 -3.0036  O40 1.462, H48 1.069, H49 1.111, H50 1.058
40 O 0.6922 -2.6974 -2.5006  C39 1.462, C41 1.404
41 C 1.8162 -2.8744 -3.3226  O40 1.404, C42 1.627, H51 1.040, H52 1.229
42 C 3.1302 -2.5414 -2.4236  C41 1.627, O43 1.163, H53 1.129, H54 1.017
43 O 3.0312 -1.4424 -2.0556  C42 1.163, C44 1.551
44 C 4.2322 -0.8434 -1.2786  O43 1.551, C45 1.580, H55 1.128, H56 1.152
45 C 3.9122 0.7026 -1.2226  C44 1.580, O46 1.388, H57 1.116, H58 0.988
46 O 2.7882 0.9486 -0.4456  C45 1.388, C47 1.416
47 C 2.5552 2.3076 -0.1236  O46 1.416, H59 1.108, H60 1.106, H61 1.080
48 H -0.9058 -2.3214 -3.6376  C39 1.069
49 H -1.2258 -2.9074 -2.1056  C39 1.111
50 H -0.6448 -4.0694 -3.4896  C39 1.058
51 H 1.7912 -2.6034 -4.3266  C41 1.040
52 H 2.0102 -4.0014 -3.7726  C41 1.229
53 H 4.0692 -2.7244 -3.0236  C42 1.129
54 H 3.1742 -3.1894 -1.6416  C42 1.017
55 H 5.1152 -1.0144 -1.9596  C44 1.128
56 H 4.2902 -1.3594 -0.2506  C44 1.152
57 H 3.9532 0.9886 -2.3006  C45 1.116
58 H 4.7312 1.0616 -0.8036  C45 0.988
59 H 3.1592 2.7316 0.7034  C47 1.108
60 H 1.4802 2.3636 0.1314  C47 1.106
61 H 2.6592 2.9136 -1.0116  C47 1.080
62 C -3.7008 -1.4844 -1.8716  O63 1.472, H71 1.018, H72 0.996, H73 0.986
63 O -2.7298 -1.7464 -0.7966  C62 1.472, C64 1.419
64 C -3.2398 -2.7704 0.0424  O63 1.419, C65 1.551, H74 1.044, H75 1.214
65 C -2.2308 -2.8504 1.2174  C64 1.551, O66 1.290, H76 1.052, H77 1.117
66 O -1.9888 -1.6914 1.7294  C65 1.290, C67 1.337
67 C -1.1898 -1.6504 2.8004  O66 1.337, C68 1.569, H78 1.119, H79 1.088
68 C -0.9518 -0.1964 3.3404  C67 1.569, O69 1.445, H80 0.968, H81 1.103
69 O -0.0798 0.5156 2.4344  C68 1.445, C70 1.500
70 C 0.1802 1.8076 3.1504  O69 1.500, H82 1.146, H83 1.122, H84 1.080
71 H -3.3188 -0.8564 -2.5756  C62 1.018
72 H -4.4918 -0.9494 -1.5876  C62 0.996
73 H -4.0068 -2.3084 -2.3176  C62 0.986
74 H -3.2318 -3.6944 -0.4426  C64 1.044
75 H -4.3748 -2.6504 0.4564  C64 1.214
76 H -1.3888 -3.4774 1.1504  C65 1.052
77 H -2.6828 -3.5644 1.9484  C65 1.117
78 H -0.2418 -2.2104 2.6024  C67 1.119
79 H -1.5768 -2.2314 3.6354  C67 1.088
80 H -0.5818 -0.2874 4.2304  C68 0.968
81 H -1.8948 0.3246 3.5764  C68 1.103
82 H 1.2852 2.0006 2.9134  C70 1.146
83 H 0.1802 2.0126 4.2534  C70 1.122
84 H -0.5058 2.6236 2.9754  C70 1.080